# C5H22NO5

A 6-piece molecular cluster, C5H22NO5 overall in a non-equilibrium geometry (ωB97M-V/def2-TZVPD, the Open Molecules 2025 dataset).

Geometry (Å):
C (0.3243, -2.3655, -1.5235)
C (0.6883, -1.1349, -0.6872)
C (1.0934, -1.5653, 0.7100)
C (2.1704, -0.7402, 1.4071)
C (1.8561, 0.2033, 2.2848)
N (-0.4861, -0.1904, -0.6191)
H (-0.2864, -2.2683, -2.4188)
H (1.2217, -2.9080, -1.8455)
H (-0.0460, -3.1633, -0.8653)
H (1.5171, -0.7086, -1.2346)
H (1.5335, -2.5604, 0.6063)
H (0.3556, -1.7256, 1.5035)
H (3.1968, -0.8596, 1.1432)
H (2.5987, 0.7759, 2.8206)
H (0.8132, 0.4598, 2.4578)
H (-0.5350, 0.0846, 0.3501)
H (-1.4188, -0.6334, -0.7978)
H (-0.4099, 0.5057, -1.3648)
H (-1.6936, 1.7963, -3.0587)
H (-2.1331, 2.2479, -1.6397)
O (-1.3846, 2.2045, -2.2439)
H (4.2707, 0.1906, -1.2791)
H (3.2212, 1.2528, -0.9283)
O (3.4022, 0.3087, -0.8767)
H (-0.4945, 2.6058, 1.5321)
H (-0.6871, 3.2760, 0.1513)
O (-0.5740, 2.4262, 0.5884)
H (-2.7214, 0.4726, 2.8328)
H (-2.2156, -0.8196, 2.1094)
O (-2.3061, 0.1372, 2.0318)
H (-3.5102, -1.1940, -0.4952)
H (-3.1351, -0.0877, 0.3880)
O (-3.0725, -0.3286, -0.5607)

Properties
Gap between HOMO and LUMO (eV): 9.79
Charge: +1
LUMO (eV): -2.868
Relative energy (zero: lowest compared OMol25 entry of this formula, charge and spin) (eV): 1.946

=====

# C5H22NO7

C5H22NO7 as an isolated structure in a non-equilibrium geometry (ωB97M-V/def2-TZVPD, the Open Molecules 2025 dataset).

Geometry (Å):
C (1.2667, -1.0635, 1.4773)
O (-0.1088, -1.2084, 1.4700)
C (2.0245, 0.1778, 0.9792)
C (1.7310, 0.5551, -0.5025)
C (1.8203, 2.0592, -0.6555)
C (0.2750, 2.1630, -2.4438)
N (1.0618, 2.8242, -1.7039)
H (1.5337, -1.0620, 2.5605)
H (1.6593, -1.9500, 0.9613)
H (3.0955, -0.0294, 1.0757)
H (1.6849, 1.0485, 1.5513)
H (0.9128, 0.0231, -0.9694)
H (2.4971, 0.0096, -1.0710)
H (2.8164, 2.4711, -0.8582)
H (1.4645, 2.5500, 0.2463)
H (-0.3913, 2.6588, -3.1264)
H (0.3250, 1.0827, -2.4452)
H (-2.8421, -0.1483, -1.4059)
H (-3.9150, -1.2150, -1.7280)
O (-2.9675, -1.1043, -1.7775)
H (-2.6668, 0.2230, 1.8504)
H (-0.9465, -0.3445, 1.3124)
O (-1.8037, 0.5006, 1.4926)
H (-1.8599, -2.3207, -0.7163)
H (-0.7381, -2.1659, 0.3461)
O (-1.1127, -2.8045, -0.3370)
H (-3.2521, 1.7828, -0.8389)
H (-2.4438, 0.7992, 0.4453)
O (-3.2812, 0.9330, -0.3651)
H (1.5475, 0.6484, 3.4124)
H (0.0401, 0.0765, 3.4071)
O (0.6751, 0.6679, 3.8213)
H (-0.1456, -2.5265, -2.0068)
H (1.2210, -2.8607, -1.3355)
O (0.8229, -2.4508, -2.1224)

Properties
Gap between HOMO and LUMO (eV): 9.21
Charge: -1
LUMO (eV): 3.382
Relative energy (zero: lowest compared OMol25 entry of this formula, charge and spin) (eV): 2.840

=====

# C5H22NO9

A 8-piece molecular cluster, C5H22NO9 overall in a non-equilibrium geometry (ωB97M-V/def2-TZVPD, the Open Molecules 2025 dataset).

Geometry (Å):
O (0.3317, -0.6804, 1.2836)
C (0.1710, 0.5633, 1.0789)
O (-0.9956, 0.9589, 0.7566)
C (1.0929, 1.7015, 1.4099)
C (2.2392, 2.0445, 0.4018)
C (2.3688, 1.0150, -0.6516)
C (2.7984, -0.2289, -0.4235)
N (3.1360, -1.0906, -1.5092)
H (0.4819, 2.6127, 1.3790)
H (1.4367, 1.7843, 2.4843)
H (2.1830, 2.9991, -0.0764)
H (3.0494, 2.1965, 1.1323)
H (2.1516, 1.2410, -1.7161)
H (2.9207, -0.7341, 0.5183)
H (3.1444, -0.7492, -2.4284)
H (2.9928, -2.0724, -1.3134)
H (1.1249, -2.5142, -1.7781)
H (0.2081, -1.6171, -0.8928)
O (0.2286, -2.2315, -1.6447)
H (-1.3484, -1.1497, 2.3992)
H (-2.8341, -0.8704, 2.8757)
O (-2.2432, -1.4590, 2.4227)
H (-0.9997, 3.2647, -1.1387)
H (-1.3239, 2.5142, 0.1615)
O (-1.3087, 3.4404, -0.1823)
H (-1.5787, 0.7323, -1.0893)
H (-1.1652, 0.4158, -2.6398)
O (-1.7663, 0.8548, -2.0485)
H (0.4014, -3.2803, 1.2101)
H (1.2324, -2.0769, 1.4348)
O (1.2902, -3.0617, 1.5376)
H (-3.1964, 0.5962, -1.0751)
H (-3.8922, 0.5572, 0.3065)
O (-4.0675, 0.5763, -0.6371)
H (-3.1381, -1.6279, -1.0227)
H (-2.2749, -2.1808, 0.0949)
O (-2.8511, -2.4435, -0.6197)

Properties
Gap between HOMO and LUMO (eV): 8.60
Charge: -1
LUMO (eV): 3.080
Relative energy (zero: lowest compared OMol25 entry of this formula, charge and spin) (eV): 0.762

=====

# C5H23N2O7

A 7-piece molecular cluster, C5H23N2O7 overall in a non-equilibrium geometry (ωB97M-V/def2-TZVPD, the Open Molecules 2025 dataset).

Geometry (Å):
C (0.5753, 1.5473, 0.7156)
O (1.0832, 0.8105, -0.3637)
C (-0.8803, 1.9822, 0.4639)
C (-1.9361, 1.5307, 1.5142)
C (-2.4804, 0.1871, 1.0823)
N (-1.0800, -2.6438, 0.0121)
C (-1.7641, -2.0441, 0.8850)
N (-1.4362, -0.8119, 1.4585)
H (1.1632, 2.4581, 0.9379)
H (0.6446, 1.0237, 1.6881)
H (-0.9577, 3.0450, 0.2248)
H (-1.2422, 1.5265, -0.4556)
H (-1.5000, 1.4550, 2.5116)
H (-2.6876, 2.3209, 1.5822)
H (-3.3982, -0.2278, 1.5102)
H (-2.6956, 0.1443, 0.0097)
H (-0.1276, -2.2698, -0.0082)
H (-2.6977, -2.4533, 1.2626)
H (-0.5679, -0.5168, 1.0164)
H (-2.2572, -1.5128, -2.1085)
H (-1.8104, -0.2209, -2.5470)
O (-2.6516, -0.6663, -2.3554)
H (1.1859, -1.2009, -2.9789)
H (-0.0150, -1.3490, -1.9512)
O (0.3478, -1.6112, -2.7649)
H (1.8143, -0.2726, 0.0623)
H (3.1420, -1.0834, -0.4099)
O (2.5066, -1.0693, 0.2935)
H (1.7091, -2.0181, 2.4208)
H (1.4254, -0.5959, 2.4750)
O (1.4095, -1.3647, 3.0647)
H (0.4684, 1.6292, -1.8413)
H (1.3848, 2.6482, -2.3551)
O (0.4954, 2.3296, -2.5436)
H (4.0951, 1.0816, 0.3784)
H (2.8440, 1.4241, -0.3687)
O (3.8106, 1.6011, -0.3538)

Properties
Gap between HOMO and LUMO (eV): 9.30
Charge: -1
LUMO (eV): 3.373
Relative energy (zero: lowest compared OMol25 entry of this formula, charge and spin) (eV): 0.920

=====

# C5H24BF4N10O7

A 8-piece molecular cluster, C5H24BF4N10O7 overall in a non-equilibrium geometry (ωB97M-V/def2-TZVPD, the Open Molecules 2025 dataset).

Geometry (Å):
B (-0.0383, -0.1113, -0.2551)
F (-0.0432, 0.4701, -1.5267)
F (1.2460, -0.0996, 0.2790)
F (-1.0018, 0.6593, 0.4557)
F (-0.5640, -1.4069, -0.3683)
O (1.2190, 2.0538, -3.7141)
H (0.3626, 1.9535, -4.1394)
H (1.0080, 2.2440, -2.7949)
O (-1.4008, -0.3452, 3.0316)
H (-1.5837, -0.2836, 2.0854)
H (-0.5506, 0.0900, 3.1474)
C (2.6414, 0.3215, 3.8413)
O (3.3086, 0.4410, 4.8517)
N (2.5964, -0.8128, 3.0795)
N (1.9387, 1.3706, 3.3026)
H (2.2021, -0.7953, 2.1595)
H (3.3364, -1.4615, 3.2798)
H (1.4706, 1.2880, 2.4181)
H (1.9115, 2.2419, 3.7976)
C (-4.1794, -0.0963, -0.4419)
O (-5.3657, -0.2032, -0.7241)
N (-3.7069, 0.7641, 0.5062)
N (-3.2581, -1.0192, -0.8469)
H (-4.3096, 1.5009, 0.8213)
H (-2.7274, 0.7961, 0.7507)
H (-2.2847, -0.9477, -0.5727)
H (-3.5857, -1.8463, -1.3065)
C (-1.2244, 4.2398, 1.3749)
O (-1.1296, 5.2570, 2.0381)
N (-2.4430, 3.7604, 0.9505)
N (-0.1781, 3.4832, 0.9626)
H (-3.2541, 4.1842, 1.3610)
H (-2.5744, 2.9921, 0.3176)
H (0.7198, 3.6542, 1.3763)
H (-0.3632, 2.5821, 0.5579)
C (3.4604, -2.7991, -0.1276)
O (4.4194, -3.5529, -0.1535)
N (2.1894, -3.2272, -0.3904)
N (3.5056, -1.5166, 0.3637)
H (1.4007, -2.6075, -0.3115)
H (2.0831, -4.1992, -0.6076)
H (4.4544, -1.2400, 0.5457)
H (2.7372, -0.9041, 0.1183)
C (-0.3783, -2.4094, -4.1199)
O (-0.6043, -3.1803, -5.0432)
N (-1.1151, -2.4834, -2.9720)
N (0.6243, -1.4817, -4.0729)
H (-1.7857, -3.2284, -2.9566)
H (-0.9172, -1.9481, -2.1428)
H (1.1897, -1.3065, -4.8796)
H (0.5420, -0.8345, -3.3056)

Properties
Gap between HOMO and LUMO (eV): 9.90
Charge: -1
LUMO (eV): 2.266
Relative energy (zero: lowest compared OMol25 entry of this formula, charge and spin) (eV): 0.018

=====

# C5H24N2O6

A 7-piece molecular cluster, C5H24N2O6 overall in a non-equilibrium geometry (ωB97M-V/def2-TZVPD, the Open Molecules 2025 dataset).

Geometry (Å):
C (-2.4135, 0.2798, 1.3268)
C (-1.7638, -0.8340, 2.2149)
C (-0.2636, -0.4247, 2.6957)
C (-0.1064, 0.1780, 3.8440)
N (-1.8415, 0.2270, 0.0092)
C (-1.3545, 1.5146, -0.5601)
N (0.0970, 1.7670, -0.3289)
H (-2.2786, 1.3394, 1.6241)
H (-3.4824, 0.0874, 1.3555)
H (-2.5173, -0.9536, 3.0759)
H (-1.7083, -1.7934, 1.7024)
H (0.4521, -0.5582, 1.9026)
H (0.7046, 0.2150, 4.5996)
H (-1.0155, 0.3388, 4.4035)
H (-1.0733, -0.4717, -0.1063)
H (-2.0442, 2.3281, -0.3712)
H (-1.4894, 1.4500, -1.6345)
H (0.6058, 0.9574, -0.5418)
H (0.2745, 1.9659, 0.5944)
H (0.9867, -0.3496, -4.2744)
H (0.5173, 0.7522, -3.3597)
O (0.2262, -0.1064, -3.7134)
H (-0.3579, -1.4040, -2.2088)
H (-1.5604, -2.4514, -2.3044)
O (-0.7323, -2.1676, -1.8650)
H (1.3971, 2.8964, -1.9697)
H (2.7163, 2.1249, -2.3819)
O (1.7562, 2.3646, -2.6428)
H (3.7099, 1.6588, 0.8385)
H (2.6725, 0.8525, -0.0516)
O (3.5177, 1.4295, -0.0544)
H (1.9215, -0.6106, -1.0699)
H (1.0031, -1.6865, -0.1410)
O (1.4549, -0.7895, -0.2426)
H (0.7024, -3.7191, 0.6358)
H (0.3060, -3.1306, -0.8231)
O (0.9813, -3.2765, -0.1776)

Properties
Gap between HOMO and LUMO (spin up / spin down) (eV): 11.01 / 6.10
2S+1: 2
Charge: +1
LUMO (spin up / spin down) (eV): -2.567 / -7.453
Expectation value of S²: 0.7557
Relative energy (zero: lowest compared OMol25 entry of this formula, charge and spin) (eV): 1.285